Density functional theory data (ωB97M-V/def2-TZVPD) for a 7-piece molecular cluster, C36H66F2N13O4S2 overall in a non-equilibrium geometry.

Cartesian coordinates (Å):
C: 0.92444 -0.94002 6.53604
C: 1.01813 -1.30532 5.05594
N: -0.14714 -2.07731 4.62138
C: -0.35679 -3.37795 4.89931
C: -1.58924 -3.73841 4.33431
N: -2.16120 -2.64103 3.67839
C: -1.21676 -1.64615 3.84703
C: -3.48717 -2.46598 3.07346
H: -0.02762 -0.41001 6.56385
H: 1.61658 -0.11198 6.68900
H: 0.99587 -1.69663 7.31740
H: 1.88704 -1.86806 4.71475
H: 1.23664 -0.37991 4.52305
H: 0.38086 -4.01158 5.36919
H: -2.14861 -4.66017 4.27226
H: -1.30415 -0.63394 3.48070
H: -3.46752 -2.93772 2.09103
H: -3.82900 -1.46254 2.81975
H: -4.32582 -2.85489 3.65095
C: -0.10752 6.23409 2.04640
C: -1.23562 5.26206 2.33768
N: -0.82523 4.38596 3.53490
C: 0.12260 3.40192 3.40407
C: 0.40583 2.89173 4.63991
N: -0.42754 3.54100 5.57164
C: -1.11420 4.52444 4.89128
C: -0.47006 3.36362 7.04195
H: 0.82779 5.84301 1.64595
H: 0.29766 6.69459 2.94744
H: -0.35515 7.02243 1.33556
H: -1.38942 4.61636 1.47309
H: -2.19426 5.72516 2.57148
H: 0.56489 3.21682 2.43633
H: 1.00552 2.06360 4.98771
H: -1.88681 5.17222 5.27839
H: 0.27885 4.02951 7.47071
H: -0.29674 2.29512 7.16990
H: -1.46573 3.49363 7.46601
C: 2.37000 -4.76712 -0.49572
C: 1.23354 -5.22934 -1.34531
N: 1.53048 -4.99225 -2.76536
C: 2.85551 -4.99251 -3.24715
C: 2.67613 -4.88749 -4.66925
N: 1.30415 -4.80382 -4.98920
C: 0.66831 -4.90088 -3.80360
C: 0.73737 -4.59724 -6.34474
H: 3.22581 -5.44199 -0.51150
H: 2.00033 -4.60040 0.51603
H: 2.59144 -3.74356 -0.79802
H: 0.38806 -4.65299 -0.96969
H: 0.97159 -6.26416 -1.12481
H: 3.73808 -5.06619 -2.62905
H: 3.48360 -4.83523 -5.38455
H: -0.40924 -4.93202 -3.73791
H: 0.82965 -3.58949 -6.74976
H: -0.33820 -4.76108 -6.27843
H: 1.24800 -5.18325 -7.10890
C: 1.49761 4.63327 -8.59474
C: 0.23538 3.85951 -8.27512
N: 0.22765 3.32710 -6.94300
C: 0.06255 4.01778 -5.75248
C: -0.11129 3.03065 -4.76208
N: 0.10680 1.81002 -5.26762
C: 0.26341 1.98472 -6.62807
C: 0.00845 0.51222 -4.63498
H: 1.56891 4.99155 -9.62169
H: 2.44957 4.20664 -8.27874
H: 1.35102 5.55969 -8.03944
H: 0.10008 3.03263 -8.97230
H: -0.66384 4.46482 -8.38951
H: 0.00731 5.09606 -5.77788
H: -0.25116 3.10294 -3.69362
H: 0.46032 1.29923 -7.43908
H: 0.99701 0.06554 -4.74145
H: -0.76001 -0.06006 -5.15466
H: -0.19453 0.72902 -3.58622
C: -4.34795 -0.13881 -1.83363
C: -4.96994 1.08889 -1.25026
N: -5.63951 0.74745 -0.02700
C: -5.28155 1.19224 1.26607
C: -6.05831 0.55600 2.18725
N: -6.91848 -0.24315 1.50574
C: -6.67872 -0.13331 0.14844
C: -8.07815 -0.90977 2.11103
H: -4.93972 -1.05410 -1.84636
H: -3.41498 -0.27306 -1.28623
H: -4.04175 -0.05710 -2.87655
H: -5.69801 1.64007 -1.84541
H: -4.21508 1.85273 -1.06364
H: -4.43149 1.82296 1.48055
H: -6.10028 0.67957 3.25934
H: -7.27196 -0.62081 -0.61104
H: -8.51074 -0.25922 2.87113
H: -7.82707 -1.92557 2.41634
H: -8.81218 -1.12965 1.33582
C: 7.84286 -1.02739 -0.81182
C: 7.35868 -0.79013 0.68945
N: 5.95660 -0.68650 0.89235
C: 5.00328 -1.63135 0.55068
C: 3.80143 -1.11608 0.88677
N: 3.95508 0.19982 1.28600
C: 5.31490 0.48820 1.22161
C: 2.96177 1.25960 1.42725
H: 7.46723 -1.99102 -1.15594
H: 8.91347 -1.12701 -0.99065
H: 7.56289 -0.22390 -1.49309
H: 7.88848 0.12531 0.95284
H: 7.88949 -1.40404 1.41708
H: 5.35256 -2.51690 0.04058
H: 2.80063 -1.45826 0.66836
H: 5.86314 1.39762 1.41854
H: 2.14904 0.89830 2.05735
H: 2.40607 1.36347 0.49531
H: 3.48996 2.13106 1.81412
N: 0.18709 -0.14404 1.11894
S: -0.21468 -1.59050 0.37689
O: 0.54426 -1.93138 -0.83026
O: -1.57644 -2.18240 0.48314
F: 0.51898 -2.54846 1.50503
S: -0.91001 0.52286 0.41252
O: -2.27392 0.46256 0.97739
O: -0.72573 0.73353 -1.06580
F: -0.48408 1.97155 0.91482

Calculated values
**Orbital gap**: 8.88 eV
**Net charge**: +5
**ΔE to the lowest compared entry with this formula, charge and spin**: 151.3 kcal/mol
**2S+1**: 1



Density functional theory data (ωB97M-V/def2-TZVPD) for C36H66F3N4O7S2 as an isolated structure in a non-equilibrium geometry.

Cartesian coordinates (Å):
O: -10.72593 0.18868 -1.52664
S: -9.32438 0.35849 -1.20840
O: -9.10279 1.69317 -0.67765
C: -9.01018 -0.90499 0.06303
C: -7.74527 -0.65291 0.90091
C: -6.41205 -0.87639 0.12852
C: -5.31074 -0.05297 0.84385
C: -3.88915 -0.23209 0.24618
C: -3.11787 1.12239 0.37566
C: -1.62992 0.95520 0.79416
C: -1.30135 1.79261 2.05172
C: -2.05921 1.26008 3.31165
C: -1.05730 0.59755 4.29446
C: -1.70593 -0.39946 5.27767
C: -2.34118 -1.63570 4.62310
N: -1.41416 -2.52404 3.92889
C: -1.85919 -3.67627 3.34922
C: -0.82092 -4.32642 2.74907
C: 0.35359 -3.51769 2.98603
C: -0.07708 -2.45164 3.72054
N: -8.36658 -0.05942 -2.45287
S: -7.62435 1.19375 -3.16256
O: -8.49813 2.15552 -3.77788
O: -6.74603 0.63082 -4.17285
C: -6.46458 2.04341 -2.01870
O: -7.00308 3.37733 -1.80747
C: -6.43786 3.98576 -0.76137
F: -6.76071 3.45148 0.43481
F: -5.08040 4.01394 -0.84544
F: -6.86721 5.26100 -0.73415
H: -9.90210 -0.88535 0.70168
H: -8.93982 -1.88785 -0.42068
H: -7.71112 0.38423 1.26760
H: -7.71274 -1.33827 1.76370
H: -6.46655 -0.51664 -0.90534
H: -6.16943 -1.94969 0.09665
H: -5.60200 1.00783 0.77748
H: -5.36635 -0.31422 1.91624
H: -3.39513 -1.00978 0.85144
H: -3.95585 -0.56630 -0.79856
H: -3.25156 1.67576 -0.56129
H: -3.60957 1.67802 1.18902
H: -1.00778 1.36448 -0.01539
H: -1.34696 -0.08799 0.98642
H: -0.21505 1.73285 2.22990
H: -1.54050 2.85245 1.87535
H: -2.84771 0.57854 2.97023
H: -2.47697 2.13080 3.83847
H: -0.22783 0.18563 3.70979
H: -0.62394 1.40859 4.90370
H: -0.98367 -0.67450 6.06271
H: -2.52367 0.13798 5.78606
H: -3.08385 -1.27094 3.89493
H: -2.92189 -2.20072 5.36730
H: -2.88014 -4.04542 3.35821
H: -0.83349 -5.26774 2.21269
H: 1.36849 -3.70588 2.65963
H: 0.57805 -1.66937 4.08267
H: -6.48572 1.54798 -1.04244
H: -5.45964 2.12347 -2.43833
C: 0.21050 -4.29879 -2.10350
C: -0.12359 -2.79843 -2.33613
C: -0.01931 -2.44238 -3.82640
C: 1.41585 -2.34428 -4.33297
C: 2.21234 -1.36620 -3.47228
C: 2.16101 -1.72009 -1.98401
N: 0.76161 -1.93516 -1.49608
O: 0.19306 -0.76827 -1.38640
C: 3.02852 -2.97569 -1.75285
C: 2.86763 -0.63252 -1.17251
C: -1.59721 -2.68362 -1.93456
H: 0.28592 -4.84560 -3.04626
H: 1.12945 -4.46440 -1.55094
H: -0.55619 -4.78909 -1.50296
H: -0.51714 -1.48500 -4.01063
H: -0.56622 -3.18033 -4.41790
H: 1.88437 -3.33322 -4.33649
H: 1.41564 -2.00319 -5.37092
H: 3.25156 -1.34669 -3.81120
H: 1.82155 -0.35591 -3.63145
H: 2.91980 -3.34663 -0.73178
H: 4.08432 -2.73790 -1.89637
H: 2.81806 -3.78792 -2.44656
H: 2.44123 0.35735 -1.33081
H: 3.91880 -0.56669 -1.45576
H: 2.82820 -0.85385 -0.10376
H: -1.73227 -2.89581 -0.87199
H: -2.18920 -3.40552 -2.49940
H: -2.01624 -1.69872 -2.13993
C: 7.94331 4.12038 -1.06770
C: 6.94914 3.33878 -0.16340
C: 7.42393 3.34245 1.29702
C: 8.60579 2.41571 1.55927
C: 8.28028 1.00113 1.08626
C: 7.84477 0.96015 -0.38067
N: 6.76066 1.94908 -0.68219
O: 5.64887 1.48263 -0.18706
C: 9.08606 1.20927 -1.26352
C: 7.41075 -0.46079 -0.74853
C: 5.66169 4.16476 -0.23305
H: 8.68633 4.66030 -0.47672
H: 8.47586 3.49659 -1.77764
H: 7.42658 4.85272 -1.68840
H: 6.59879 3.04354 1.95167
H: 7.68528 4.36093 1.59395
H: 9.50323 2.79702 1.06323
H: 8.83067 2.40218 2.62813
H: 9.15395 0.36026 1.22953
H: 7.49198 0.58765 1.72381
H: 8.80713 1.32117 -2.31291
H: 9.77010 0.36118 -1.20328
H: 9.67208 2.07511 -0.96107
H: 6.60727 -0.83274 -0.11303
H: 8.24695 -1.15157 -0.63555
H: 7.07699 -0.51087 -1.78723
H: 5.25545 4.17453 -1.24582
H: 5.87171 5.19611 0.05459
H: 4.88679 3.79775 0.43977

Calculated values
**Orbital gap (spin up / spin down)**: 7.50 / 6.94 eV
**Net charge**: -1
**2S+1**: 3



Density functional theory data (ωB97M-V/def2-TZVPD) for a 9-piece molecular cluster, C36H66O24 overall in a non-equilibrium geometry.

Cartesian coordinates (Å):
O: -1.46043 -1.07151 4.17522
C: -1.78048 -2.20658 3.91799
O: -3.04549 -2.57027 3.81563
C: -3.13100 -3.97635 3.46799
C: -1.77966 -4.64317 3.76261
C: -0.82886 -3.36512 3.62059
H: -3.42698 -3.95668 2.34666
H: -3.96332 -4.33534 4.12619
H: -1.54503 -5.34711 2.99323
H: -1.68147 -5.10770 4.73822
H: -0.38195 -3.25320 2.56921
H: 0.01358 -3.27353 4.29224
O: -6.45166 -0.30043 -1.90842
C: -5.46543 0.43194 -1.73937
O: -4.29037 0.00366 -2.15344
C: -3.22096 0.90804 -1.76127
C: -3.92146 2.18520 -1.20127
C: -5.35018 1.68786 -1.00893
H: -2.69812 1.05880 -2.69101
H: -2.65071 0.38214 -0.96440
H: -3.86841 2.98981 -1.97252
H: -3.52544 2.47867 -0.27121
H: -6.07125 2.42112 -1.17740
H: -5.42160 1.48982 0.06400
O: 1.96423 -3.71864 1.21804
C: 2.93439 -3.04842 1.28244
O: 3.51488 -2.61947 2.49856
C: 4.73165 -1.89738 2.29428
C: 5.03613 -1.97931 0.79912
C: 3.73471 -2.39114 0.13086
H: 5.50359 -2.40500 2.87775
H: 4.62484 -0.88275 2.64329
H: 5.68326 -2.80025 0.43461
H: 5.49334 -1.08703 0.36187
H: 3.92126 -3.26681 -0.63596
H: 3.13982 -1.58514 -0.23321
C: 3.68591 1.82761 7.11824
C: 2.50172 0.99091 6.68953
O: 1.22408 1.78892 6.66861
C: 1.18652 2.65241 5.62136
O: 2.02489 2.79172 4.75053
O: 0.08696 3.40929 5.80317
C: -0.26893 4.26403 4.68589
H: 3.31286 2.47020 7.85481
H: 3.97562 2.43810 6.30407
H: 4.44502 1.18195 7.51878
H: 2.27195 0.28864 7.48758
H: 2.66819 0.49982 5.73306
H: -1.13480 4.80092 5.02432
H: -0.47063 3.74561 3.73978
H: 0.54041 5.02522 4.44276
C: 6.72381 0.75715 -1.82414
C: 5.33465 1.36505 -2.04388
O: 4.40438 0.94706 -1.05330
C: 4.50628 1.53918 0.11178
O: 5.33175 2.39524 0.37753
O: 3.44814 1.19214 0.81202
C: 3.41892 1.80918 2.11835
H: 7.31934 0.87076 -2.75691
H: 6.54333 -0.29916 -1.63951
H: 7.10127 1.28668 -0.90871
H: 4.86486 0.93708 -2.95173
H: 5.40992 2.43081 -2.00405
H: 4.39118 1.94068 2.54801
H: 2.68996 1.27674 2.79453
H: 3.02956 2.89074 2.06575
C: 0.62134 5.38996 0.32129
C: -0.57283 4.55997 0.93547
O: -1.41170 5.22592 1.84164
C: -2.47683 5.75927 1.25380
O: -2.70351 5.68164 0.07161
O: -3.22027 6.36902 2.18038
C: -4.50858 6.93260 1.68192
H: 1.39019 5.61563 1.04077
H: 0.27144 6.37753 -0.03400
H: 0.99563 4.67904 -0.41814
H: -0.04450 3.72726 1.52446
H: -1.19440 4.11680 0.18966
H: -4.30289 7.80518 0.97160
H: -5.04711 7.19290 2.53794
H: -5.08793 6.14809 1.14593
C: -0.58836 -4.77426 -1.73716
C: -0.50864 -3.28896 -2.18443
O: -1.00720 -2.52408 -1.04485
C: -0.31743 -1.58933 -0.44135
O: 0.70592 -1.10835 -0.88394
O: -0.96643 -1.07777 0.62614
C: -0.30904 0.01731 1.35754
H: -0.49172 -5.45886 -2.52354
H: -1.61928 -4.80934 -1.36064
H: 0.10084 -4.79860 -0.91698
H: -1.15732 -3.07331 -3.01848
H: 0.49158 -2.85261 -2.39764
H: -0.28711 -0.12708 2.42055
H: -0.83789 0.90537 1.12260
H: 0.74998 0.09420 1.13852
C: 0.72364 2.11686 -1.81501
C: 1.25890 1.18810 -2.81794
O: 0.17866 0.77875 -3.74108
C: 0.40581 -0.32162 -4.48858
O: 1.33129 -1.07796 -4.42330
O: -0.60957 -0.38720 -5.38269
C: -0.54253 -1.45359 -6.38178
H: 1.62320 2.62086 -1.42896
H: 0.24284 1.66879 -0.97248
H: 0.02259 2.82108 -2.35576
H: 1.56736 0.26539 -2.30495
H: 2.01576 1.62295 -3.44886
H: -0.25738 -0.90563 -7.31471
H: -1.52450 -1.89761 -6.39809
H: 0.17102 -2.20705 -6.01935
C: -5.41436 -3.03231 -4.00071
C: -3.95031 -2.49686 -4.12722
O: -3.27192 -3.09368 -5.25192
C: -2.55564 -4.23856 -4.95980
O: -2.58810 -4.81784 -3.92295
O: -1.87453 -4.60884 -6.06121
C: -1.13919 -5.84497 -6.04020
H: -5.97606 -2.77553 -4.90169
H: -5.99261 -2.72326 -3.09973
H: -5.37340 -4.10500 -4.01562
H: -3.38328 -2.85349 -3.24649
H: -3.82045 -1.42512 -4.20245
H: -1.82100 -6.67298 -6.06291
H: -0.49295 -5.90615 -5.08625
H: -0.52184 -5.81607 -6.92836

Calculated values
**Orbital gap**: 10.45 eV
**Net charge**: 0
**ΔE to the lowest compared entry with this formula, charge and spin**: 8.2 kcal/mol
**2S+1**: 1



Density functional theory data (ωB97M-V/def2-TZVPD) for a 6-piece molecular cluster, C36H67ClF11NO13 overall in a non-equilibrium geometry.

Cartesian coordinates (Å):
C: 6.80162 -4.68709 2.34863
C: 6.35480 -3.70835 1.42865
C: 5.82186 -2.62270 0.27077
C: 5.44185 -1.16936 0.91313
N: 6.59694 -0.26948 0.53992
C: 7.73272 -0.24614 1.51040
F: 8.50023 1.02357 1.20701
F: 7.38908 -0.14479 2.94432
C: 8.87095 -1.44871 1.26879
F: 8.98502 -2.29761 2.49325
F: 10.22899 -0.80497 1.11121
C: 4.01565 -0.50052 0.45438
C: 4.16585 1.10647 0.95157
C: 4.59648 1.28302 2.51417
O: 5.31417 2.40379 2.81027
O: 4.26971 0.42196 3.65249
O: 2.83881 -0.85687 1.23789
C: 2.59280 -2.22315 1.55312
C: 1.01195 -2.53722 1.08907
C: -0.11880 -1.85083 2.03999
C: -0.22626 -0.21808 1.96075
Cl: -1.78117 -2.49541 1.40799
C: 2.70667 -2.67673 3.13524
F: 2.23285 -1.68589 4.11703
F: 1.88911 -3.93212 3.33335
F: 4.09648 -3.05964 3.55024
C: 3.79250 -0.33318 -1.15645
F: 4.90880 0.41204 -1.85695
F: 2.58522 0.55275 -1.37663
C: 3.54547 -1.63488 -2.07329
F: 2.77385 -2.75431 -1.52821
F: 4.79283 -2.23415 -2.68396
H: 7.22977 -5.66068 2.86539
H: 4.96677 -3.18577 -0.28485
H: 6.72788 -2.55504 -0.50368
H: 5.33522 -1.36586 2.08601
H: 6.90258 -0.38303 -0.45325
H: 8.69719 -2.05020 0.28048
H: 4.90987 1.72104 0.30425
H: 3.11249 1.66217 0.85199
H: 4.00771 1.00976 4.43828
H: 3.19740 -3.05139 0.96595
H: 0.86118 -3.71724 0.98985
H: 0.81565 -2.12340 -0.01365
H: -0.09023 -2.20417 3.17996
H: -1.02652 0.10081 2.78738
H: -0.70416 0.06990 0.93109
H: 0.75471 0.36233 2.23065
H: 2.93311 -1.25871 -3.02994
C: -6.62363 -4.22263 -2.00859
O: -5.71925 -5.08429 -2.69343
C: -4.69019 -4.36064 -3.37448
C: -3.38788 -4.34703 -2.56601
O: -3.53997 -3.62010 -1.34304
C: -3.74746 -4.47728 -0.22714
H: -7.18589 -4.82312 -1.28628
H: -6.10853 -3.42726 -1.46548
H: -7.32592 -3.78528 -2.72312
H: -5.02089 -3.34141 -3.60960
H: -4.50846 -4.87901 -4.32125
H: -2.61857 -3.83119 -3.15080
H: -3.03330 -5.36606 -2.37140
H: -2.79079 -4.91451 0.08110
H: -4.45926 -5.27547 -0.44290
H: -4.13867 -3.87832 0.59932
C: -3.30308 2.12822 0.96780
O: -1.99109 2.39046 1.45694
C: -1.29464 3.34961 0.65603
C: -1.34245 4.74541 1.28791
O: -2.67765 5.25867 1.32005
C: -3.28533 5.10428 2.59675
H: -3.87170 1.63641 1.76357
H: -3.83066 3.04150 0.68410
H: -3.24656 1.45401 0.10914
H: -1.69083 3.36430 -0.36685
H: -0.25063 3.02476 0.60464
H: -0.75185 5.42980 0.66927
H: -0.90372 4.73922 2.29265
H: -2.90761 5.87599 3.27734
H: -3.10272 4.11867 3.02748
H: -4.36422 5.23824 2.48323
C: 7.87702 -8.25746 -2.08076
O: 6.63968 -8.79756 -1.62618
C: 6.28979 -8.32924 -0.32053
C: 5.27018 -7.18678 -0.39129
O: 5.82925 -6.02560 -1.01285
C: 5.44834 -5.90717 -2.37812
H: 7.93737 -8.40760 -3.16347
H: 7.96251 -7.18763 -1.87806
H: 8.70590 -8.78931 -1.60627
H: 7.18451 -8.02736 0.23787
H: 5.83444 -9.17180 0.20943
H: 4.99371 -6.90103 0.62940
H: 4.35727 -7.50382 -0.90907
H: 4.42419 -5.52157 -2.43999
H: 5.51204 -6.85693 -2.91124
H: 6.11905 -5.19254 -2.86216
C: -6.10723 9.28694 0.51091
O: -4.92903 8.90628 1.21540
C: -4.00733 8.19252 0.38626
C: -2.88791 9.10828 -0.12179
O: -3.39679 10.11834 -0.99816
C: -3.56692 11.36825 -0.34100
H: -6.61691 10.06181 1.09250
H: -5.88643 9.69151 -0.47928
H: -6.77274 8.42486 0.41622
H: -4.52914 7.70549 -0.44680
H: -3.56252 7.40739 1.00580
H: -2.18109 8.50686 -0.70371
H: -2.33692 9.55845 0.71234
H: -2.59410 11.86255 -0.23765
H: -4.02677 11.26145 0.64258
H: -4.21292 11.99726 -0.95897
C: -6.21974 3.62073 -1.99688
O: -6.29082 2.58313 -1.02339
C: -7.55137 2.55813 -0.34750
C: -8.47689 1.48425 -0.93062
O: -8.83966 1.78501 -2.28160
C: -8.06635 1.05292 -3.22452
H: -5.37951 3.40485 -2.66461
H: -7.12801 3.68729 -2.59981
H: -6.03646 4.57742 -1.50069
H: -8.02664 3.54654 -0.37265
H: -7.34739 2.31273 0.69954
H: -9.40381 1.46704 -0.34714
H: -8.02002 0.48994 -0.86260
H: -8.44347 0.02572 -3.28801
H: -7.00596 1.03572 -2.96841
H: -8.17864 1.52595 -4.20354

Calculated values
**Orbital gap**: 8.91 eV
**Net charge**: 0
**2S+1**: 1